14
Properties=species:S:1:pos:R:3 method="wB97M-V/def2-TZVPD" relative_energy_kcal_mol=76.5 smiles="C1NN=C2CNN=C12"
C -0.550 -1.482 0.874
N -0.023 -2.025 -0.379
N 0.745 -1.116 -1.056
C 0.468 0.038 -0.564
C 0.434 1.474 -0.979
N -0.498 2.018 0.027
N -0.884 1.064 1.005
C -0.381 -0.037 0.614
H -1.480 -1.904 1.234
H 0.133 -1.650 1.743
H 0.600 -2.758 -0.211
H 0.102 1.716 -2.035
H 1.415 1.941 -0.876
H -0.077 2.720 0.603

---

14
Properties=species:S:1:pos:R:3 method="wB97M-V/def2-TZVPD" relative_energy_kcal_mol=51.2 smiles=c1nnc2n1NCC2
C -1.951 -0.960 0.070
N -2.659 0.134 0.161
N -1.769 1.215 0.003
C -0.575 0.707 -0.109
N -0.625 -0.621 -0.123
N 0.621 -1.283 -0.078
C 1.507 -0.101 0.338
C 0.817 1.199 -0.120
H -2.386 -1.984 0.084
H 0.809 -1.451 -1.038
H 1.634 -0.106 1.413
H 2.495 -0.369 -0.040
H 0.987 2.027 0.528
H 1.094 1.593 -1.090

---

14
Properties=species:S:1:pos:R:3 method="wB97M-V/def2-TZVPD" relative_energy_kcal_mol=69.5
H -3.464 -0.758 0.040
N -2.646 -1.261 -0.140
C -1.577 -0.514 -0.043
N -1.814 0.872 0.025
C -0.786 1.580 -0.070
N 0.652 1.182 -0.308
C 0.758 -0.195 -0.258
C 1.993 -0.956 0.039
N -0.306 -1.026 -0.204
H -1.098 2.677 0.136
H 1.490 1.791 0.209
H 3.077 -0.649 -0.581
H 2.209 -0.671 1.162
H 1.513 -2.071 -0.009

---

no.,strongest force on any atom (eV/A)
1,2.26
2,1.81
3,4.30